Entry 1:
111
Properties=species:S:1:pos:R:3:forces:R:3 method="wB97M-V/def2-TZVPD" relative_energy_kj_mol=1598.7 gap_ev=1.2028 charge=+3 homo_ev=-7.92
C -10.40152 8.31700 -9.15224 -0.3902 0.7729 -1.7849
C -9.68997 8.57699 -7.90858 3.3160 4.3185 1.8452
O -9.13936 9.65146 -7.54419 -2.7619 -5.6676 -1.2577
N -9.58427 7.30490 -7.00679 -0.9652 1.3555 -0.5132
H -10.55465 7.02744 -6.96828 -0.8658 0.0080 1.0037
H -9.26419 6.51683 -7.55141 1.0435 -0.2076 -0.3811
C -8.85226 7.46137 -5.70158 -0.2702 0.0691 -1.0290
H -11.42313 8.69703 -9.15483 -0.2651 -0.2198 0.5285
H -10.38442 7.33216 -9.61903 0.0503 -0.2482 0.6573
H -9.97281 8.98242 -9.90159 0.3190 0.0884 0.0288
H -7.86396 7.71383 -6.08579 0.2856 -0.3767 0.8791
H -9.00591 6.50604 -5.19975 0.6075 0.2528 0.2618
H -9.24118 8.31492 -5.14634 -0.1454 -0.2270 -0.1398
C 1.37852 1.10901 0.52337 0.7076 0.0847 -0.1963
C 0.32295 0.81732 -0.46396 -0.8066 -2.4480 -0.4234
O 0.14223 -0.22152 -1.05661 0.0132 2.6677 0.8126
N -0.72571 1.97444 -0.54993 -0.3651 -1.4181 -0.0698
H -0.88937 2.30174 0.39144 -0.1909 0.3394 0.7128
H -0.21181 2.70233 -1.02553 -0.1637 0.8068 -0.3846
C -2.01475 1.57576 -1.25332 0.8777 -0.6914 -0.2345
H 1.70195 2.14934 0.48863 -0.1011 0.0602 0.2260
H 2.23925 0.46627 0.33866 -0.1365 0.0206 -0.1102
H 0.99808 0.84249 1.50945 -0.1608 0.2415 0.1716
H -1.61618 1.31612 -2.23405 -0.8607 0.3448 -0.2841
H -2.81724 2.30993 -1.18187 0.6065 0.3575 -0.2162
H -2.40872 0.64859 -0.83710 0.3679 0.1057 0.3489
C -1.00265 -3.59977 -8.13672 -0.6671 0.0603 -1.1940
C -0.12024 -4.70688 -8.57527 4.8905 1.5293 0.5979
O 1.10805 -4.58156 -8.56077 -4.5402 -1.9329 -0.6742
N -0.82257 -5.98449 -9.22192 0.2963 0.3457 0.0218
H -0.76728 -6.69501 -8.50624 0.4717 -0.6718 0.2540
H -1.81888 -5.82891 -9.27897 -0.5108 0.4442 -0.3739
C -0.20495 -6.44221 -10.53350 1.6019 0.9318 0.3529
H -0.45189 -2.66796 -8.00836 0.3749 -0.4898 0.6243
H -1.73856 -3.79181 -7.35591 0.0802 -0.1262 -0.1420
H -1.48896 -3.38903 -9.08919 -0.9658 0.1466 -0.0533
H 0.85605 -6.42948 -10.28409 0.0942 -0.2526 -0.1888
H -0.30879 -5.64967 -11.27458 -0.4865 -0.1521 0.0843
H -0.44787 -7.42870 -10.92838 -0.6718 0.1799 0.5813
C 7.24109 -3.05122 7.38118 -0.4358 0.2317 1.1167
C 7.30078 -3.05028 8.92141 0.4684 -5.0391 1.1198
O 7.18635 -4.05498 9.65192 0.4821 4.7765 -2.8357
N 7.53253 -1.69295 9.57495 0.4066 -1.1244 2.4072
H 7.99230 -0.99406 9.00903 -0.0779 0.1501 -0.4841
H 6.56041 -1.46811 9.73158 -0.6651 1.0463 0.1945
C 8.21059 -1.73716 11.00459 0.6001 -0.4211 -0.5023
H 8.20103 -2.79021 6.93564 0.0941 0.0363 0.1961
H 6.49855 -2.32098 7.05947 -0.0176 0.1494 -0.0461
H 6.91270 -4.02809 7.02625 0.1508 0.0420 0.3089
H 8.04086 -0.82880 11.58267 -0.6882 -0.0879 -0.3892
H 9.29438 -1.80221 10.90831 -0.0706 -0.0103 -0.6509
H 7.92870 -2.65230 11.52532 -0.5612 0.2829 -0.2306
C -5.99795 -6.94357 -1.11704 -0.8290 0.0892 -0.5980
C -6.74168 -5.58030 -1.02372 2.2097 -2.2618 1.7655
O -6.28115 -4.71460 -0.36507 -1.5728 0.6781 -0.9862
N -8.17712 -5.59348 -1.61963 0.6489 0.2736 1.8974
H -8.50683 -4.64064 -1.56053 -0.0855 0.8229 -0.5787
H -8.16724 -5.94132 -2.56780 -0.1236 -0.0178 -0.3999
C -9.15367 -6.38512 -0.72025 1.2079 0.0447 -0.4897
H -6.59717 -7.76315 -0.72042 -0.4556 0.0122 -0.4568
H -5.09411 -7.06185 -0.51938 -0.0041 1.0875 -0.0438
H -5.74782 -7.11952 -2.16326 -0.0828 -0.3203 -0.0354
H -10.08219 -6.35822 -1.29052 -0.0961 -0.3060 0.6235
H -9.14930 -5.90673 0.25916 -0.4255 0.2894 -0.2814
H -8.69844 -7.36332 -0.56534 -0.5570 -0.1110 -0.3628
C 10.14716 -4.11476 0.11072 1.7823 -0.4692 0.5506
C 8.86178 -4.78771 -0.21355 -0.9261 2.9850 -0.0254
O 7.82389 -4.18416 -0.28560 1.1563 -2.1463 0.0535
N 8.95897 -6.24622 -0.68064 -1.4596 1.0842 1.8091
H 9.12792 -6.20304 -1.67548 0.2981 -0.4790 -0.4953
H 9.67336 -6.71526 -0.14237 0.9866 0.0598 -0.4139
C 7.72075 -7.02197 -0.31477 -0.3701 0.0238 -0.4113
H 10.94558 -4.73116 0.52385 -0.1911 -0.7432 -0.1533
H 10.16379 -3.30580 0.84106 -1.0794 0.1649 -0.3003
H 10.60234 -3.73243 -0.80292 -0.2599 0.1550 -0.2939
H 7.44205 -6.87674 0.72894 0.7738 -0.1640 0.1599
H 8.04773 -8.03330 -0.55640 -0.9895 -0.1517 0.1147
H 6.84025 -6.62240 -0.81792 0.3686 -0.3723 -0.6224
C 6.55189 5.03820 5.33840 -2.6555 -0.5285 0.6756
C 5.31831 4.90431 6.38082 0.7711 -3.8218 3.6526
O 5.10989 4.03326 7.28934 1.6260 4.2536 -5.0307
N 4.23675 5.95746 6.32069 -0.0182 -0.6050 -0.1470
H 4.60796 6.84719 6.62183 0.3052 0.4691 0.8286
H 4.03676 6.19839 5.36045 -0.5021 -0.3633 -0.8682
C 3.00048 5.55046 7.09684 -0.2618 1.1767 0.5920
H 6.11928 5.35177 4.38833 -0.0877 0.3076 -0.0455
H 6.89482 4.02397 5.13388 0.3752 0.1934 0.5467
H 7.31072 5.77051 5.61408 -0.0798 -0.2866 0.3762
H 3.19722 5.70911 8.15714 0.3738 -0.6685 -0.0898
H 2.70686 4.53031 6.84952 0.0384 0.3599 0.0256
H 2.24325 6.31526 6.92423 -0.1605 -0.3303 -0.6772
O -3.67945 5.63851 3.64383 -0.1858 2.1766 -1.4151
C -3.49670 4.71720 4.55247 0.2232 -5.4939 2.3711
O -4.08930 4.89239 5.66175 0.5824 0.7468 -0.6365
O -2.90067 3.66182 4.20766 0.6226 0.4793 -0.2980
H -4.21000 6.10424 4.29438 -0.9703 1.9468 -0.3893
O 0.59922 -0.43809 7.60934 1.3138 1.1571 -3.2253
C 0.41783 -0.83422 8.83483 -2.9517 -2.6393 5.2963
O 1.32688 -1.02548 9.64736 2.7264 0.6677 -0.5277
O -0.77828 -1.10642 9.16998 -0.2211 0.5409 -1.3585
H -0.30070 -0.50231 7.28128 -0.4015 0.2138 -0.3215
O -7.54341 -0.41195 -4.59292 4.1934 -2.4139 -1.4036
C -8.55191 0.20929 -4.12686 -5.5741 -0.6282 7.5314
O -9.04109 -0.07003 -2.99355 1.2663 -0.7764 0.0574
O -9.06800 1.00717 -4.86237 -1.3326 3.7351 -3.8535
H -7.68261 0.16152 -5.35012 1.6251 -0.1206 -2.4171
O 4.13006 8.54254 -1.41151 0.2313 1.3744 -1.4084
C 3.31026 7.69570 -0.79481 1.0984 -1.0986 5.1627
O 3.29467 7.69329 0.43673 0.1004 1.1118 2.1109
O 2.79178 6.83073 -1.45245 -2.3355 -2.5608 -3.9094
H 3.76276 8.22324 -2.23900 0.9420 0.7629 -1.7764



Entry 2:
109
Properties=species:S:1:pos:R:3:forces:R:3 method="wB97M-V/def2-TZVPD" relative_energy_kj_mol=402.3 gap_ev=9.8414 homo_ev=-10.19
C -2.30542 1.47629 -10.77516 0.4881 0.3626 -0.5947
C -1.89581 2.29449 -9.56340 -1.3876 -0.8546 1.0044
O -2.18326 3.67869 -9.76584 0.9736 1.5726 0.4775
P -1.96360 4.61815 -8.44676 -0.1587 -1.8027 1.1099
O -2.60855 3.97081 -7.24601 0.9806 1.4916 -1.7479
O -2.53554 6.03364 -8.96895 1.2964 -1.2194 0.8689
C -3.93793 6.18723 -8.96580 -2.4736 1.4141 -0.6437
C -4.46276 7.54743 -8.43136 -0.4196 -0.1803 0.6844
O -0.34986 4.80237 -8.27367 -2.4246 0.0052 -1.3223
C 0.41215 4.23577 -7.20911 1.3073 0.6932 0.6668
C 1.66961 3.53153 -7.77036 0.2506 -0.5278 0.6539
H -2.75336 0.52553 -10.48621 -0.0011 0.1196 0.0348
H -3.01452 2.06654 -11.35558 -0.2912 -0.1257 0.1829
H -1.50055 1.26923 -11.48044 0.2270 -0.0120 0.1655
H -2.57280 2.01444 -8.75633 0.0164 -0.2587 0.1534
H -0.90913 2.10501 -9.14071 0.3676 0.2301 -0.5457
H -4.33789 6.15332 -9.97920 0.6770 -0.0709 -0.4863
H -4.51927 5.38449 -8.51221 0.6550 -0.1663 0.6740
H -4.08422 8.47090 -8.86954 0.6115 -0.3527 -0.0911
H -5.53564 7.63596 -8.60223 -0.1963 -0.5195 -0.6171
H -4.49578 7.64668 -7.34639 0.8587 -0.1214 0.1581
H 0.64431 5.11960 -6.61493 0.6094 -0.1220 0.1622
H -0.14029 3.61828 -6.50087 -0.4181 -0.3576 -0.6645
H 2.17753 2.89887 -7.04245 -0.8216 -0.4599 0.6284
H 1.41973 2.86341 -8.59454 -0.0275 0.2310 -0.1390
H 2.58198 4.08838 -7.98392 -0.6997 1.0242 -0.7627
C -7.62393 -6.12221 -0.38056 2.3129 0.2821 -1.1949
C -6.17582 -5.94923 -0.92430 -1.0867 -0.3654 -1.2292
O -5.17837 -6.30958 -0.02243 1.7424 -0.6939 1.8363
P -3.79032 -7.03213 -0.36860 0.8402 -1.8613 -2.4767
O -3.88800 -8.29192 -1.19551 -0.4155 2.1008 1.1206
O -2.92138 -5.85711 -1.07956 1.1402 -0.6640 1.7006
C -3.06974 -5.57323 -2.44498 -2.8835 0.2158 -2.0903
C -2.41158 -6.45891 -3.52038 -0.1641 -0.1874 1.5376
O -2.95659 -7.30502 0.95504 -0.6445 1.7835 -1.1542
C -2.78134 -8.58386 1.53943 -0.2729 -0.3728 1.5848
C -4.12311 -9.07480 2.07332 -0.3374 0.0621 -0.6751
H -7.77713 -5.54593 0.53187 -0.3131 -0.2790 -0.1378
H -8.11063 -5.72309 -1.27046 -0.9995 0.0078 0.4594
H -7.75274 -7.20368 -0.33668 -0.5267 0.2195 0.5263
H -6.12282 -6.60172 -1.79582 0.0710 -0.2867 -0.0974
H -5.98467 -4.96440 -1.35055 -0.0324 0.3853 0.5411
H -4.15504 -5.59768 -2.54309 -0.3353 -0.5492 -0.8513
H -2.98086 -4.52645 -2.73559 1.1337 0.3217 0.9798
H -2.92344 -6.42706 -4.48219 0.0321 0.6138 0.0685
H -1.36727 -6.15479 -3.59123 0.0431 -0.4576 -0.2828
H -2.56010 -7.48665 -3.18903 0.5535 -0.1305 0.0050
H -2.24858 -9.31349 0.92960 -0.3150 0.2823 -0.5212
H -2.12383 -8.36415 2.38056 0.0517 -0.0411 0.0293
H -4.68743 -9.54005 1.26511 0.1148 -0.4567 0.0673
H -4.04825 -9.72352 2.94604 0.0687 -0.0592 -0.1866
H -4.74806 -8.21447 2.31284 0.2427 0.1494 0.4468
C -3.23836 -0.69664 9.47734 1.5135 0.7410 -1.6653
C -1.79729 -0.75008 8.72999 -2.5213 -1.1072 2.2059
O -1.29536 -1.91834 9.44329 2.8566 -0.9818 -1.1486
P 0.23670 -2.41808 9.07301 -0.7019 0.5990 -0.6731
O 0.64978 -3.70801 9.69971 -0.4782 2.1748 -0.7162
O 0.18214 -2.44422 7.40784 -0.6936 1.6682 3.7372
C 1.26183 -2.98813 6.70627 -0.7032 -0.7431 -1.7578
C 0.72148 -3.01650 5.25047 -0.0293 -1.6044 -0.3252
O 1.12602 -1.03252 9.34030 -1.0348 -2.0344 0.4654
C 1.12845 -0.38624 10.65496 1.7330 0.2835 -0.0083
C 2.20420 -0.90489 11.68863 -0.4895 0.3513 -0.9354
H -3.14713 -0.37807 10.51575 -0.0066 0.0626 -0.1860
H -3.88677 -0.05141 8.88460 -0.1546 0.2603 0.3589
H -3.66351 -1.69911 9.42842 0.2177 0.0291 0.0501
H -1.97917 -0.95959 7.67590 0.3947 -0.0305 0.0520
H -1.09632 0.06683 8.90146 -0.4220 0.2216 -0.1474
H 2.20055 -2.44051 6.79008 -0.1176 0.2580 0.1654
H 1.36263 -3.97823 7.15085 0.5893 -0.3128 -0.6392
H 1.22515 -3.76763 4.64200 0.8613 0.3904 -0.1318
H -0.25883 -3.48819 5.18257 -0.3902 0.1504 0.8515
H 0.57417 -2.10588 4.66981 0.6661 0.3294 0.5189
H 1.48744 0.60631 10.38277 -0.1112 0.0980 0.0049
H 0.12575 -0.22792 11.05197 -0.0570 -0.6121 0.0481
H 3.15304 -1.12012 11.19721 -0.2359 -0.3417 -0.4633
H 2.50537 -0.04889 12.29251 -0.5184 -0.0144 0.4375
H 1.92716 -1.76303 12.30095 -0.1677 0.1648 -0.1039
C 6.17561 6.14087 2.23503 -1.1693 0.5239 -0.4595
C 4.84685 6.13024 1.35871 0.8958 -1.3937 1.8684
O 4.89282 5.23177 0.27354 0.7521 -2.6239 -1.6782
P 5.68625 3.77723 0.10149 -0.0817 0.7335 0.4337
O 5.23342 2.85880 -0.95060 -0.4447 1.0097 0.0079
O 7.20040 4.30432 -0.13623 -2.1768 -2.5828 2.8529
C 7.65926 4.73743 -1.36593 0.2273 0.3336 -1.1583
C 7.79191 6.20074 -1.16937 1.8008 2.3622 -0.6420
O 5.65181 3.01159 1.53785 0.7958 1.4727 -1.4687
C 4.53151 2.27939 2.02929 -0.9011 0.3606 1.5859
C 4.24983 2.85299 3.43067 -0.0885 0.1629 -0.2527
H 5.98505 6.77789 3.09873 0.2432 0.8126 -0.3768
H 6.49356 5.25040 2.77731 -0.5838 -0.7165 -0.7434
H 7.00938 6.42781 1.59425 -0.0352 0.4183 0.3894
H 4.00906 5.76545 1.95295 -0.0134 0.2833 0.4703
H 4.53343 7.09356 0.95636 0.5702 0.0851 0.0314
H 8.61756 4.24851 -1.54121 0.2872 0.2793 0.2217
H 7.08392 4.41618 -2.23419 -0.6430 0.1132 0.2444
H 8.50812 6.63474 -1.86707 0.2086 -0.1409 -0.3565
H 6.99463 6.94242 -1.21788 -0.8778 -0.9050 -0.1035
H 8.26521 6.40239 -0.20842 0.0577 -0.2973 0.1285
H 3.57481 2.35916 1.51309 0.4249 0.2811 -0.9128
H 4.77386 1.21777 2.07771 0.2760 0.1133 -0.0689
H 3.85748 3.86945 3.39967 0.2695 0.2578 -0.5145
H 3.41974 2.35144 3.92817 0.4175 -0.6187 0.1984
H 5.17938 2.90400 3.99762 -0.2308 -0.3436 0.3018
C 1.25205 -1.23030 -2.12631 -0.3031 -1.3986 -1.1229
Br -0.48402 -0.70391 -1.40470 0.9661 -0.1185 -0.4219
Br 1.33212 -1.12920 -4.15600 -0.1590 0.2908 1.5916
Br 1.61178 -3.17036 -1.71869 -0.1717 1.3718 0.0352
H 2.06576 -0.62574 -1.72571 -0.3320 -0.1381 -0.0910